9
Properties=species:S:1:pos:R:3:lowdin_charge:R:1 method="wB97M-V/def2-TZVPD" relative_energy_kcal_mol=64.06 mol_weight_g_mol=104.20 e_homo_ha="-0.3108 / -0.3108" total_charge=0
C -0.7110 0.2432 0.2410 -0.642
C -1.7124 1.0909 0.0825 -0.094
C 1.4678 -0.9723 0.0296 -0.906
S -0.2457 -1.4164 0.3245 0.810
S 1.5616 0.8554 0.2600 0.574
H -1.8112 2.2037 0.1175 0.078
H -2.5820 0.6970 -0.5291 0.082
H 2.3126 -1.5459 0.5601 0.056
H 1.7203 -1.1556 -1.0861 0.042